# 1
This record from the Open Molecules 2025 dataset describes an isolated molecule of C4H6O. The level of theory is ωB97M-V with the def2-TZVPD basis set.

Last column: Mulliken charge in e.
Geometry (Å):
C  -0.82  -0.83  0.01  -0.3146
C  -0.63  0.71  -0.07  -0.3245
C  0.84  0.87  -0.02  -0.2008
C  1.39  -0.33  -0.03  -0.4366
H  -1.41  -1.41  -0.76  0.2544
H  -1.25  -1.05  1.00  0.1961
H  -1.21  1.16  0.79  0.2318
H  -1.14  1.11  -0.98  0.2171
H  1.26  1.83  0.06  0.3938
H  2.43  -0.64  0.05  0.3973
O  0.53  -1.42  -0.06  -0.4141

Values from the calculation:
Charge: 0

---

# 2
This record from the Open Molecules 2025 dataset describes an isolated molecule of C4H8ClNO. The level of theory is ωB97M-V with the def2-TZVPD basis set.

Last column: Mulliken charge in e.
Geometry (Å):
C  -1.29  -0.72  -0.17  -0.2166
C  -0.80  -0.56  1.21  -0.6356
C  0.16  -0.16  0.11  0.5665
C  1.17  -0.96  -0.49  -0.4236
H  -2.92  0.70  -0.05  0.2425
H  -2.94  -0.37  -1.61  0.2686
H  -1.11  -1.77  -0.46  0.2853
H  -0.53  -1.53  1.69  0.1658
H  -1.36  0.10  1.88  0.3082
H  1.17  -0.70  -1.57  0.2547
H  0.80  -2.00  -0.22  0.2415
H  2.93  0.09  -0.25  0.3232
N  -2.67  -0.25  -0.46  -0.5786
O  2.59  -0.78  0.01  -0.5413
Cl  0.38  1.64  -0.02  -0.2606

Values from the calculation:
Charge: 0

---

# 3
This record from the Open Molecules 2025 dataset describes a structure of composition C24H48LiO18. The level of theory is ωB97M-V with the def2-TZVPD basis set.

Last column: Mulliken charge in e.
Geometry (Å):
Li  -17.74  -7.35  -17.81  1.6257
C  -22.17  -4.35  -16.42  -1.5243
C  -21.24  -5.23  -17.21  1.1920
O  -20.77  -4.53  -18.36  -0.4949
C  -19.57  -4.88  -18.82  0.3713
O  -18.91  -5.77  -18.36  -0.1785
O  -19.29  -4.09  -19.85  -0.4708
C  -17.99  -4.15  -20.43  0.0253
H  -21.70  -3.43  -16.07  0.3881
H  -22.41  -4.88  -15.49  0.3883
H  -23.10  -4.12  -16.93  0.3518
H  -21.82  -6.11  -17.53  -0.0301
H  -20.45  -5.70  -16.62  -0.6294
H  -17.44  -5.05  -20.16  -0.4230
H  -17.42  -3.28  -20.12  0.2997
H  -18.09  -4.16  -21.51  0.3528
C  -15.86  -3.39  -17.00  -1.7712
C  -15.68  -4.84  -17.42  0.9842
O  -14.33  -5.11  -17.84  -0.3684
C  -13.96  -4.54  -18.99  0.8898
O  -14.69  -4.00  -19.78  -0.5677
O  -12.63  -4.66  -19.12  -0.3724
C  -12.07  -3.95  -20.23  -0.5622
H  -14.99  -3.06  -16.43  0.4389
H  -16.75  -3.32  -16.36  0.3517
H  -16.01  -2.75  -17.86  0.3526
H  -16.34  -5.14  -18.23  -0.3805
H  -15.85  -5.47  -16.55  0.2506
H  -12.48  -2.95  -20.31  0.3251
H  -12.21  -4.53  -21.13  0.1152
H  -11.01  -3.91  -20.01  0.2709
C  -20.75  -8.77  -13.40  -1.5169
C  -19.97  -8.17  -14.55  0.9947
O  -19.31  -7.00  -14.06  -0.3842
C  -18.36  -6.47  -14.80  0.0003
O  -18.07  -6.82  -15.92  0.0486
O  -17.74  -5.46  -14.21  -0.3048
C  -18.29  -4.86  -13.04  -0.7845
H  -20.07  -9.26  -12.71  0.3506
H  -21.43  -9.53  -13.77  0.3901
H  -21.31  -7.98  -12.90  0.3971
H  -20.59  -7.90  -15.40  -0.3050
H  -19.25  -8.89  -14.93  -0.3241
H  -17.73  -3.96  -12.84  0.2754
H  -18.21  -5.53  -12.19  0.2852
H  -19.34  -4.62  -13.20  0.3196
C  -23.32  -10.21  -17.50  -1.6207
C  -22.02  -9.49  -17.68  0.6738
O  -21.08  -10.39  -18.27  -0.3883
C  -19.81  -10.03  -18.33  0.4317
O  -19.36  -8.96  -17.97  0.3783
O  -19.13  -11.02  -18.87  -0.4758
C  -17.72  -10.88  -18.97  -0.2173
H  -23.76  -10.53  -18.45  0.3874
H  -24.04  -9.53  -17.05  0.4199
H  -23.23  -11.10  -16.89  0.3430
H  -21.66  -9.13  -16.72  -0.2525
H  -22.13  -8.61  -18.32  0.1797
H  -17.37  -11.54  -19.76  0.3912
H  -17.24  -11.25  -18.05  0.2527
H  -17.41  -9.86  -19.12  -0.1221
C  -13.98  -6.73  -23.11  -0.8992
C  -15.40  -6.39  -22.71  -0.3593
O  -15.57  -6.85  -21.35  -0.1109
C  -16.70  -7.35  -20.89  -0.3378
O  -16.89  -7.46  -19.70  0.8722
O  -17.53  -7.74  -21.85  -0.5146
C  -18.83  -8.20  -21.48  -0.5497
H  -13.75  -6.43  -24.12  0.4310
H  -13.82  -7.80  -22.95  0.2819
H  -13.31  -6.19  -22.44  -0.0010
H  -16.14  -6.85  -23.37  0.3390
H  -15.58  -5.31  -22.70  0.2367
H  -19.07  -9.08  -22.07  0.3169
H  -19.57  -7.43  -21.72  0.3210
H  -18.88  -8.45  -20.43  -0.0557
C  -13.80  -9.24  -19.48  -1.0189
C  -13.78  -8.41  -18.19  0.6637
O  -14.16  -9.21  -17.06  -0.4570
C  -15.42  -9.24  -16.74  0.2324
O  -16.30  -8.57  -17.24  0.1875
O  -15.59  -10.14  -15.78  -0.4727
C  -16.90  -10.34  -15.27  -0.0550
H  -12.89  -9.02  -20.05  0.3463
H  -14.64  -9.01  -20.12  0.0057
H  -13.77  -10.30  -19.23  0.4335
H  -14.41  -7.53  -18.24  -0.5362
H  -12.78  -8.04  -18.00  0.4028
H  -16.99  -9.81  -14.32  0.3391
H  -17.04  -11.40  -15.09  0.3999
H  -17.67  -9.99  -15.95  -0.4654

Values from the calculation:
Charge: +1

---

# 4
This record from the Open Molecules 2025 dataset describes an isolated molecule of C2H6O3Si. The level of theory is ωB97M-V with the def2-TZVPD basis set.

Last column: Mulliken charge in e.
Geometry (Å):
C  -0.48  0.03  1.65  -1.0065
C  1.27  0.64  -1.02  -0.8679
O  -1.69  -1.36  -1.34  -0.0556
O  -0.59  -1.71  -0.57  -0.2423
O  -1.77  0.03  -1.08  -0.2554
Si  -0.31  -0.04  -0.30  0.6099
H  -0.02  -0.85  2.07  0.3325
H  0.20  0.87  1.82  0.2904
H  -1.45  0.24  2.02  0.3166
H  1.37  0.29  -2.01  0.3164
H  1.53  1.78  -0.86  0.2919
H  1.94  0.08  -0.36  0.2699

Values from the calculation:
Charge: 0

---

Here are the calculated largest force on an atom numbers, same order: 2.6; 5.1; 1.5; 3.5 (eV Å⁻¹).
Here are the calculated ΔE to the lowest compared entry with this formula, charge and spin numbers, same order: 10.8; 61.2; 0.0; 101.1 (kcal/mol).